(1)
C7H4N2O2S | wB97M-V/def2-TZVPD

For the strongest force on any atom, the calculation gives 6.46 eV/A. The calculation puts the gap between HOMO and LUMO (spin up / spin down) at 6.15 / 6.14 eV. Its energy above the lowest of the compared OMol25 structures with the same formula, charge and spin is 185.53 kcal per mole.

Last column: Mulliken charge in e.
Element x y z (Å)
C 0.0665 0.6966 1.5881  -0.43
C 0.2967 0.9122 -1.5493  0.17
C 0.7545 -1.4250 0.6893  -0.13
C 2.6006 -1.4407 -0.8871  -0.15
C -0.8108 -2.3083 0.3533  0.67
C -0.3379 1.8287 0.7520  -0.24
C -0.6803 1.3260 -0.6735  -0.04
N 1.8259 -1.5968 0.0189  -0.01
N 0.5580 -0.2881 1.1660  0.11
O -1.5197 -1.4519 -0.0214  -0.58
O -0.6171 -3.4464 0.6075  -0.55
S 1.3751 0.2616 -2.3939  -0.19
H -1.2548 2.1118 1.1923  0.30
H 0.4436 2.4979 0.9574  0.38
H -1.4281 2.0065 -1.1445  0.40
H -1.2721 0.3161 -0.6551  0.30

Cartesian forces (eV/Å) of the 6 atoms listed first:
C -0.2 1.6 1.8
C 1.6 -0.6 -1.0
C -3.4 -1.0 0.8
C -0.7 -0.8 1.8
C 3.9 -1.0 1.4
C -0.9 -2.4 0.5

(2)
C7H4N4 | wB97M-V/def2-TZVPD

The structure (SMILES) is N#CC(C#N)=Cc1cc[nH]n1. For the strongest force on any atom, the calculation gives 11.71 eV/A. The calculation puts the gap between HOMO and LUMO at 7.96 eV. Its energy above the lowest of the compared OMol25 structures with the same formula, charge and spin is 138.31 kcal per mole.

Last column: Mulliken charge in e.
Element x y z (Å)
C 0.5332 -0.8935 -2.1486  0.23
C -0.0868 0.4220 -1.9947  0.33
C -0.7039 0.6245 -0.7123  -0.08
C -0.2821 0.2196 0.5328  0.50
C -0.1349 0.7639 1.8874  -0.72
C 0.5225 -0.0680 2.6556  -0.16
C -0.5645 1.1451 -3.2777  0.05
H -1.7798 1.3742 -0.8413  0.23
H -0.9411 1.4280 1.9659  0.32
H 0.8409 -0.4487 3.6536  0.37
H 1.3136 -1.9824 2.2268  0.28
N 0.9212 -2.1034 -1.8569  -0.42
N 0.9141 -1.0579 1.7920  -0.09
N 0.2971 -1.0370 0.5066  -0.41
N -0.8494 1.6136 -4.3892  -0.43

Cartesian forces (eV/Å) of the 6 atoms listed first:
C 3.5 -9.4 2.6
C -2.5 -0.5 0.6
C -3.6 4.6 -5.7
C 3.1 -5.0 2.9
C -3.6 2.2 -3.3
C 2.2 -3.7 0.4

(3)
C7H5Cl3NO | wB97M-V/def2-TZVPD

As for the total charge: +1. For the strongest force on any atom, the calculation gives 4.04 eV/A. The calculation puts the gap between HOMO and LUMO at 3.53 eV.

Last column: Mulliken charge in e.
Element x y z (Å)
C -0.3046 -0.0413 2.7539  -0.27
C 0.1919 -1.3099 2.5364  -0.27
C -0.0412 0.8704 1.7507  -0.41
C 0.9127 -1.5700 1.3745  -0.22
C 0.5711 0.4945 0.4986  0.64
C 0.0043 -0.3420 -3.4460  0.33
C -1.0280 0.4385 -3.5339  0.49
N 1.0945 -0.6935 0.4010  -0.47
O 0.7009 1.3142 -0.5439  -0.48
Cl 1.5316 -0.5875 -3.5806  0.18
Cl -0.5598 1.9869 -4.2131  -0.03
Cl -2.7075 0.0311 -3.2333  -0.01
H -1.0128 0.2410 3.5822  0.35
H -0.0655 -2.1303 3.3477  0.24
H -0.6766 1.7907 1.6367  0.19
H 1.3228 -2.5312 1.2778  0.42
H 0.0664 2.0384 -0.6088  0.33

Cartesian forces (eV/Å) of the 6 atoms listed first:
C -0.8 0.8 -0.3
C -0.5 -2.1 2.2
C -1.7 1.6 -2.6
C -0.9 0.6 1.6
C -0.8 -0.3 3.9
C 0.6 1.7 -0.5

Question: Which formula does entry 1 have?
Answer: C7H4N2O2S